Entry 1:
4 unconnected molecules or ions with the total composition C21H21N3O2 in a non-equilibrium geometry, computed with ωB97M-V/def2-TZVPD.

```
! RIJCOSX wB97M-V def2-TZVPD def2/J DEFGRID3
* xyz 0 1
N -2.7582 1.5526 -0.1352
C -3.2942 1.0996 1.0858
C -2.9452 -0.2624 1.3808
C -2.1632 -0.9394 0.5978
C -1.6372 -0.5334 -0.6462
C -1.9512 0.8306 -0.8702
H -3.8912 1.7986 1.6098
H -3.3012 -0.8774 2.1888
H -1.8792 -1.9944 0.6008
H -0.8652 -1.2594 -1.2942
H -1.5252 1.1966 -1.7592
N 4.2288 -0.9034 -3.8082
C 3.8928 -0.1794 -4.9372
C 2.7818 0.5296 -5.2262
C 1.8318 0.4026 -4.1272
C 2.0958 -0.3584 -2.9922
C 3.3028 -1.0884 -2.9522
H 4.7868 -0.1564 -5.5952
H 2.5418 0.9856 -6.1262
H 0.8738 0.8406 -4.2732
H 1.3278 -0.1534 -2.2302
H 3.4988 -1.6124 -2.0852
N -0.5242 -4.0094 1.7098
C -0.3802 -4.8204 0.6308
C -0.5402 -6.1984 0.8418
C -0.8122 -6.7684 2.0848
C -0.9172 -5.8804 3.1508
C -0.9332 -4.5374 2.9188
H -0.0252 -4.5014 -0.2832
H -0.1972 -7.0624 0.0278
H -0.7672 -7.7644 2.3558
H -1.1502 -6.3534 4.1098
H -1.0932 -3.8554 3.6838
C 0.5408 4.8796 -0.0102
C 1.6138 4.9726 1.1358
C 1.2078 4.7406 2.3738
C -0.1042 4.2896 2.6198
C -1.1072 4.0516 1.6308
C -0.7932 4.5036 0.3668
O -1.7092 4.3336 -0.5232
O 2.0038 4.9216 3.4448
H 0.8278 5.0356 -1.0522
H 2.8298 5.2186 1.0758
H -0.4902 4.3686 3.5558
H -1.8482 3.3446 1.7098
H -2.1442 3.4146 -0.3122
H 1.5618 4.7576 4.3478
*
```

These are the natural (NBO) partial charges, in e, on atoms 1 to 5:
1 N -0.4816
2 C 0.0521
3 C -0.2634
4 C -0.1993
5 C -0.2144

=====

Entry 2:
A molecular structure, C21H21N4NaO2P, computed with ωB97M-V/def2-TZVPD.

```
! RIJCOSX wB97M-V def2-TZVPD def2/J DEFGRID3
* xyz -1 1
Na 0.8233 1.3922 0.3182
O 0.2097 0.5433 2.1686
C -0.0879 -0.4555 1.4482
N 0.7294 -1.0063 0.5833
C 0.2812 -1.9679 -0.3457
C 0.2384 -3.3249 -0.0421
C -0.1387 -4.2789 -0.9831
C -0.4782 -3.8702 -2.2646
C -0.4275 -2.5198 -2.5925
C -0.0303 -1.5538 -1.6687
N -0.0700 -0.1936 -2.0069
C 1.0078 0.5482 -1.9410
O 1.0007 1.8088 -1.8980
C 2.3863 -0.0900 -1.7894
C 2.8107 -1.1401 -2.5947
C 4.0747 -1.6645 -2.3905
C 4.8618 -1.1402 -1.3781
C 4.3464 -0.1009 -0.6195
N 3.1446 0.4320 -0.8216
C -1.5230 -0.9319 1.5647
C -1.8538 -2.0890 2.2638
C -3.1800 -2.4670 2.3431
C -4.1374 -1.6837 1.7146
C -3.7117 -0.5494 1.0432
N -2.4376 -0.1639 0.9691
H 0.5159 -3.6299 0.9608
H -0.1707 -5.3275 -0.7118
H -0.7829 -4.5959 -3.0098
H -0.7021 -2.1781 -3.5846
H 2.1473 -1.5357 -3.3512
H 4.4335 -2.4809 -3.0059
H 5.8520 -1.5248 -1.1708
H 4.9327 0.3245 0.1886
H -1.0673 -2.6739 2.7217
H -3.4619 -3.3662 2.8781
H -5.1878 -1.9427 1.7384
H -4.4300 0.0866 0.5340
C -0.2433 4.7023 -1.5840
P -0.8356 3.4607 -0.3641
C -2.1697 2.6655 -1.3381
C -1.8739 4.5570 0.6943
H -1.0825 5.2639 -2.0072
H 0.3007 4.1940 -2.3806
H 0.4349 5.4075 -1.0976
H -2.8486 3.4178 -1.7525
H -2.7201 1.9852 -0.6849
H -1.7295 2.0578 -2.1291
H -2.5966 5.1276 0.1029
H -1.2474 5.2579 1.2509
H -2.4166 3.9548 1.4253
*
```

These are the natural (NBO) partial charges, in e, on atoms 1 to 5:
1 Na 0.8677
2 O -0.7754
3 C 0.5549
4 N -0.6533
5 C 0.1051

=====

Taking the records one at a time from the top gives relative energy (zero: lowest compared OMol25 entry of this formula, charge and spin) values of 192.0; 22.5 kcal/mol.
Taking the records one at a time from the top gives highest occupied orbital energy values of -7.6780; -4.0577 eV.
Taking the records one at a time from the top gives Kohn-Sham gap values of 7.98; 6.44 eV.